1.
DFT (the ωB97M-V functional and the def2-TZVPD basis) results for a 2-piece molecular cluster, C7H14N2 overall.

Each line ends with the Mulliken charge.
Element x y z (Å)
C 2.410 1.936 -0.809  -1.1853
C -0.475 -0.187 -1.896  -0.2917
C 1.047 1.265 -1.136  0.7174
C -0.146 1.870 -0.841  -0.4762
N 0.854 0.090 -1.852  -0.6559
N -1.117 0.906 -1.277  -0.0280
H -1.033 -0.849 -2.469  0.4353
H -2.114 0.966 -1.191  0.1623
H -0.484 2.859 -0.443  0.3395
H 2.653 1.933 0.265  0.2557
H 2.510 2.934 -1.030  0.3869
H 3.126 1.429 -1.417  0.3350
C -0.676 -1.602 1.691  0.3102
C -1.218 -2.980 1.887  -1.0472
C -0.434 -0.700 2.878  -1.0532
H 0.415 -1.660 1.199  0.1716
H -1.326 -1.023 0.894  -0.0773
H -2.072 -3.095 1.305  0.3392
H 0.575 -0.239 2.675  0.2034
H -1.335 -3.006 2.969  0.2635
H -0.447 -3.758 1.700  0.2423
H -1.168 0.074 2.961  0.2815
H -0.509 -1.148 3.839  0.3709

Cartesian forces, eV/Å:
-1.192 -2.851 0.533
2.707 5.566 2.401
0.125 1.412 -0.161
-2.165 -1.705 -0.444
-1.064 -0.908 0.388
1.174 -0.282 -0.510
-0.435 -1.441 -0.680
-0.114 0.278 0.073
0.605 -1.311 -0.251
-0.028 -0.740 -0.327
-0.511 2.453 -1.030
0.885 -0.490 0.023
2.139 1.708 -3.773
2.298 -0.206 1.774
1.030 1.005 -0.753
-2.513 -0.078 0.543
1.347 -1.033 1.472
-1.594 -0.793 -0.548
-1.129 -0.159 0.950
-0.985 -0.702 0.042
-0.667 0.394 -0.286
-0.439 0.791 -0.253
0.526 -0.906 0.818

Output
HOMO-LUMO gap   9.57 eV
Electronic energy   -384.56740 a.u.
E_LUMO   0.879 eV
Energy above the lowest of the compared OMol25 structures with the same formula, charge and spin   1.755 eV
Structure (SMILES)   Cc1c[nH]cn1.CCC
Multiplicity   1
Strongest force on any atom   6.64 eV/A
Total charge   0

=====

2.
DFT (the ωB97M-V functional and the def2-TZVPD basis) results for a 2-piece molecular cluster, C7H14N2 overall.

Each line ends with the Mulliken charge.
Element x y z (Å)
C 1.765 2.383 1.462  -1.2108
C 0.870 1.811 -1.875  -0.1581
C 1.029 2.104 0.270  1.0587
C -0.314 1.924 0.116  -0.8321
N 1.800 2.086 -0.895  -0.6030
N -0.477 1.749 -1.347  -0.0329
H 1.298 1.850 -2.923  0.3900
H -1.314 1.748 -1.816  0.1125
H -1.270 2.004 0.674  0.3254
H 2.288 3.368 1.398  0.3240
H 2.584 1.620 1.509  0.2540
H 1.274 2.448 2.416  0.3570
C -0.311 -2.681 -0.064  -0.2310
C -1.814 -3.090 -0.241  -1.0428
C -0.278 -1.243 0.491  -1.1744
H 0.061 -3.419 0.749  0.2074
H 0.280 -2.879 -0.925  0.3610
H -2.439 -2.197 -0.433  0.2736
H -0.865 -1.218 1.458  0.2792
H -2.158 -3.497 0.675  0.3235
H -2.097 -3.679 -1.191  0.2821
H 0.600 -0.724 0.728  0.4927
H -0.509 -0.469 -0.235  0.2439

Cartesian forces, eV/Å:
2.868 0.567 1.704
0.588 1.423 1.965
-0.851 0.391 -0.729
-0.748 0.232 -3.663
-4.266 -1.501 -1.769
6.114 0.401 2.491
-1.586 -0.408 1.160
-2.001 -0.156 -1.410
1.352 -0.188 -0.052
-0.253 -0.652 -0.274
-0.529 0.636 0.346
-0.697 -0.435 0.217
-0.826 -1.015 2.477
-0.059 1.008 -2.656
-1.053 -0.465 0.426
-0.172 1.260 -1.271
0.451 0.214 -0.840
0.388 -0.030 0.335
0.136 0.306 -1.328
-0.575 -0.816 0.550
0.859 0.144 1.756
2.423 -0.488 0.854
-1.561 -0.428 -0.289

Output
HOMO-LUMO gap   9.62 eV
Electronic energy   -384.55830 a.u.
E_LUMO   0.914 eV
Energy above the lowest of the compared OMol25 structures with the same formula, charge and spin   2.003 eV
Structure (SMILES)   Cc1c[nH]cn1.CCC
Multiplicity   1
Strongest force on any atom   6.61 eV/A
Total charge   0

=====

3.
DFT (the ωB97M-V functional and the def2-TZVPD basis) results for one molecule with the formula C7H14N2.

Each line ends with the Mulliken charge.
Element x y z (Å)
C -1.712 -0.497 1.527  -1.2083
C 0.745 -0.727 1.741  -1.0413
C 1.609 -0.526 -2.167  -1.3932
C -0.471 2.186 -0.245  -1.1367
N -0.422 -0.683 0.873  0.2010
C -0.310 -0.863 -0.520  0.1856
C 0.612 0.050 -1.213  0.7571
C 0.651 1.334 -0.749  -0.3813
N -1.059 -1.691 -1.175  -0.7568
H -1.602 -2.230 -0.498  0.3043
H 1.523 1.926 -1.037  0.3982
H 1.401 -1.566 1.481  0.3132
H -1.751 0.500 1.978  0.3348
H -2.549 -0.589 0.830  0.3952
H -1.854 -1.239 2.320  0.3990
H 0.484 -0.841 2.798  0.3511
H 1.318 0.201 1.675  0.3327
H 2.627 -0.215 -1.907  0.3462
H 1.599 -1.621 -2.150  0.3918
H 1.400 -0.199 -3.191  0.2776
H -0.513 3.110 -0.834  0.3920
H -1.444 1.698 -0.331  0.2950
H -0.283 2.481 0.792  0.2430

Cartesian forces, eV/Å:
0.253 -0.325 -0.050
0.262 0.387 -0.314
0.486 -0.168 -0.091
0.034 -0.351 0.647
-0.349 -0.232 0.251
-2.128 -0.818 -0.221
0.649 1.269 1.685
0.456 -0.574 -2.026
0.782 0.742 0.549
-0.005 -0.058 -0.148
-0.086 -0.101 -0.241
-0.057 0.137 -0.008
-0.091 0.010 0.069
0.274 0.021 -0.050
-0.088 0.041 -0.010
-0.355 -0.087 -0.295
0.205 0.006 -0.003
-0.120 0.106 -0.120
-0.143 0.202 -0.032
0.050 -0.099 0.149
0.084 -0.180 0.049
0.133 -0.001 0.160
-0.246 0.073 0.052

Output
HOMO-LUMO gap   9.00 eV
Electronic energy   -384.56792 a.u.
E_LUMO   0.795 eV
Energy above the lowest of the compared OMol25 structures with the same formula, charge and spin   1.741 eV
Structure (SMILES)   [H]/N=C(/C(C)=C\C)N(C)C
Multiplicity   1
Strongest force on any atom   2.29 eV/A
Total charge   0

=====

4.
DFT (the ωB97M-V functional and the def2-TZVPD basis) results for a 3-piece molecular cluster, C7H14N2 overall.

Each line ends with the Mulliken charge.
Element x y z (Å)
C 0.665 0.710 -0.763  1.2428
C -1.568 -0.845 0.433  -0.1428
C 1.507 0.824 0.277  -1.3329
C -0.257 1.835 -1.142  -1.2942
C 0.872 -0.338 -1.817  -1.2687
N -2.442 -0.879 -0.608  -0.3563
N -0.877 -1.821 0.897  -0.5606
C 1.046 -0.626 2.530  -0.6603
C 1.587 -0.061 3.445  0.0194
H -1.570 0.059 1.034  0.4151
H -2.540 -1.723 -1.153  0.1949
H -2.993 -0.067 -0.816  0.2289
H -0.876 -2.669 0.332  0.1475
H 0.207 -1.253 1.870  0.2862
H 2.380 0.198 0.358  0.3739
H 1.452 1.659 0.957  0.3495
H -0.489 2.464 -0.278  0.3435
H 0.197 2.477 -1.905  0.3600
H -1.184 1.444 -1.570  0.2542
H 1.506 -1.145 -1.447  0.3523
H -0.087 -0.762 -2.132  0.2511
H 1.339 0.088 -2.712  0.3674
H 2.127 0.431 4.209  0.4291

Cartesian forces, eV/Å:
1.526 0.773 0.023
-0.531 -1.205 0.669
-0.359 0.347 -1.325
-0.414 -0.127 0.309
-0.151 -0.249 0.117
0.406 0.089 0.152
-0.309 0.241 -0.756
-2.070 -1.363 -0.314
0.217 -0.044 -0.103
0.069 0.262 -0.256
-0.096 0.290 0.052
-0.013 -0.117 -0.166
-0.181 0.072 0.005
2.130 1.212 1.068
-0.159 -0.364 0.271
-0.099 0.056 0.140
-0.038 -0.035 -0.104
0.036 -0.153 0.046
-0.103 0.136 0.004
-0.024 0.031 -0.060
0.040 -0.057 -0.036
-0.047 0.030 0.058
0.171 0.177 0.205

Output
HOMO-LUMO gap   9.07 eV
Electronic energy   -384.49241 a.u.
E_LUMO   0.655 eV
Energy above the lowest of the compared OMol25 structures with the same formula, charge and spin   3.796 eV
Structure (SMILES)   [H]/N=C\N.C=C(C)C.C#C
Multiplicity   1
Strongest force on any atom   2.67 eV/A
Total charge   0

=====

5.
DFT (the ωB97M-V functional and the def2-TZVPD basis) results for one molecule with the formula C7H14N2.

Each line ends with the Mulliken charge.
Element x y z (Å)
C 1.930 2.186 -0.163  -1.5217
C 1.821 -0.424 -0.346  -1.1790
C -1.156 -1.273 -1.421  -1.3814
C -1.510 -1.773 1.021  -1.6938
C -0.698 0.517 0.320  0.7248
C 0.935 1.064 -0.338  0.8143
C -0.999 -0.807 -0.006  0.4655
N -1.159 1.065 1.524  -0.5231
N -0.267 1.348 -0.753  -0.6277
H -2.172 1.043 1.572  0.2520
H -0.828 2.019 1.620  0.2975
H 1.476 3.144 -0.431  0.3708
H 2.278 2.233 0.871  0.3301
H 2.855 -0.149 -0.557  0.4322
H 1.824 -0.931 0.621  0.3240
H 1.494 -1.078 -1.152  0.2931
H 2.775 2.074 -0.846  0.4264
H -0.759 -0.561 -2.147  0.3717
H -0.640 -2.223 -1.583  0.3407
H -1.247 -1.489 2.041  0.3881
H -2.603 -1.823 0.968  0.3498
H -1.125 -2.777 0.822  0.3922
H -2.226 -1.387 -1.637  0.3534

Cartesian forces, eV/Å:
-0.022 0.546 -0.641
-0.869 2.105 0.467
0.485 0.326 -0.130
0.152 0.064 0.060
-3.902 -5.039 -1.781
3.287 -0.305 -1.906
-0.498 1.879 1.240
0.696 0.671 0.177
1.535 0.422 1.719
0.170 0.036 0.043
-0.178 -0.050 0.141
-0.183 -0.153 0.263
0.134 -0.121 -0.060
-0.038 0.163 -0.015
-0.323 0.083 -0.163
-0.428 0.128 0.193
0.227 -0.237 0.287
-0.037 -0.013 0.127
-0.195 -0.104 -0.081
0.039 0.046 -0.071
-0.051 -0.129 0.030
-0.080 -0.038 0.068
0.083 -0.279 0.033

Output
HOMO-LUMO gap   7.70 eV
Electronic energy   -384.49462 a.u.
E_LUMO   0.472 eV
Energy above the lowest of the compared OMol25 structures with the same formula, charge and spin   3.735 eV
Multiplicity   1
Strongest force on any atom   6.62 eV/A
Total charge   0

=====

6.
DFT (the ωB97M-V functional and the def2-TZVPD basis) results for one molecule with the formula C7H14N2.

Each line ends with the Mulliken charge.
Element x y z (Å)
C -0.447 -0.717 1.411  0.4415
C 1.278 0.896 -0.582  -1.0580
C 0.868 -1.125 2.046  -1.4951
C -0.979 0.615 1.906  -1.4531
N 0.096 0.141 -0.981  0.1935
C -0.445 -0.896 -0.282  0.5289
C -0.313 0.245 -2.474  -0.2271
C -0.238 1.319 -3.258  -0.6824
N -1.099 -1.896 -0.755  -0.8236
H -1.187 -1.473 1.703  0.3867
H -1.484 -2.507 -0.036  0.2511
H -0.682 -0.697 -2.880  0.3111
H 1.963 1.075 -1.418  0.4144
H 1.916 0.404 0.153  0.2690
H 0.980 1.869 -0.190  0.3245
H 1.589 -0.301 2.054  0.3121
H -1.257 0.549 2.965  0.4186
H 1.325 -1.969 1.521  0.3120
H 0.716 -1.425 3.091  0.4234
H -1.873 0.916 1.350  0.3380
H -0.239 1.415 1.832  0.2778
H 0.086 2.284 -2.884  0.2842
H -0.576 1.278 -4.290  0.2527

Cartesian forces, eV/Å:
-0.065 -0.669 -2.149
0.031 0.402 0.188
0.373 -0.009 0.233
-0.023 0.291 -0.076
-0.494 0.246 -4.222
-1.045 -0.709 3.837
0.635 -0.556 1.892
0.040 -0.029 0.869
0.713 0.876 -0.653
0.105 0.039 -0.234
0.208 0.470 -0.061
0.040 0.163 0.474
-0.473 -0.119 -0.207
-0.498 -0.211 0.071
0.157 0.089 0.081
-0.044 -0.091 0.032
0.076 -0.090 -0.157
-0.073 0.057 0.080
0.015 0.080 -0.163
0.117 -0.010 0.050
-0.018 -0.022 -0.104
0.100 -0.037 -0.048
0.122 -0.162 0.266

Output
HOMO-LUMO gap   9.43 eV
Electronic energy   -384.56773 a.u.
E_LUMO   0.931 eV
Energy above the lowest of the compared OMol25 structures with the same formula, charge and spin   1.746 eV
Structure (SMILES)   [H]/N=C(\C(C)C)N(C)C=C
Multiplicity   1
Strongest force on any atom   4.26 eV/A
Total charge   0